Computed, not measured: the molecule C8H9N3OS at a distorted geometry, with ωB97M-V/def2-TZVPD.

```
! RIJCOSX wB97M-V def2-TZVPD def2/J DEFGRID3
* xyz 0 1
C 2.690 -2.181 -0.664
C 1.366 0.042 0.192
C -0.789 0.214 1.479
C -1.908 0.011 0.524
C -2.514 -1.081 0.012
C -3.535 -0.601 -0.870
C -3.448 0.753 -0.835
C 2.456 1.890 -0.425
H 2.649 -3.271 -0.713
H 3.596 -1.880 -0.132
H 2.706 -1.750 -1.646
H 0.489 1.755 0.757
H -1.090 0.912 2.243
H -0.563 -0.700 1.975
H -2.275 -2.111 0.204
H -4.224 -1.215 -1.467
H -4.010 1.525 -1.309
N 0.434 0.754 0.861
N 2.381 0.571 -0.437
N 2.540 3.053 -0.416
O -2.471 1.147 0.010
S 1.193 -1.711 0.217
*
```

Summary:
molar mass	195.2	g mol⁻¹
energy relative to the best compared isomer or geometry (same formula, charge and spin)	101.1	kJ/mol
max |F|	1.48	eV/A
HOMO	-9.06	eV
HOMO-LUMO gap	9.523	eV
LUMO	0.464	eV